C27H31InN3O9SSe as an isolated structure, computed with the ωB97M-V functional and the def2-TZVPD basis.

Computed properties:
**Charge**: -1
**LUMO**: 1.9014 eV
**E_HOMO**: -0.203 Eh
**Calculated total energy**: -132763.3031 eV
**ΔE to the lowest compared entry with this formula, charge and spin**: 0.684 eV

Last column: Mulliken charge in e.
Atoms and positions in Å:
In (0.21097, -0.20184, -0.57345)  1.361
O (-3.73970, 3.93312, 3.63708)  -0.720
C (-2.50524, 3.85701, 3.78261)  0.437
O (-1.71528, 4.42238, 4.56689)  -0.736
C (-1.81357, 2.89299, 2.78682)  0.209
C (-0.42914, 2.78378, 2.76489)  -1.094
C (0.17164, 1.92122, 1.87343)  -0.056
N (-0.53890, 1.18869, 1.00418)  0.158
C (-1.87859, 1.30519, 0.99892)  0.928
C (-2.54294, 2.13143, 1.88246)  -0.991
C (-2.62194, 0.57391, -0.10200)  -0.206
O (-3.83950, 0.59956, -0.12758)  -0.758
O (-1.87406, 0.00474, -1.00784)  -0.453
H (0.14828, 3.38669, 3.45367)  0.512
H (1.24636, 1.80665, 1.83338)  0.399
H (-3.62083, 2.20032, 1.85330)  0.677
C (3.99200, 1.28048, 0.40983)  -0.928
C (3.27402, 0.27574, 1.24349)  -0.108
N (2.18073, -0.38154, 0.90389)  0.212
C (1.85799, -1.19769, 1.96001)  0.203
C (2.78356, -1.04855, 2.95167)  -0.018
N (3.66370, -0.11252, 2.47483)  -0.066
C (3.02832, -1.62735, 4.29992)  0.535
O (2.16494, -2.50574, 4.74039)  -0.555
O (4.00622, -1.26249, 4.91722)  -0.647
C (0.63718, -2.04236, 1.88198)  0.714
O (0.40941, -2.86357, 2.78166)  -0.941
O (-0.08356, -1.86267, 0.84854)  -0.343
H (3.31978, 1.64587, -0.36512)  -0.168
H (4.86136, 0.83107, -0.07650)  0.416
H (4.33282, 2.11841, 1.02093)  0.465
H (4.45408, 0.20841, 3.01304)  0.253
H (1.43860, -2.68573, 4.04955)  0.445
C (-1.36141, -1.78892, -3.43306)  -0.650
S (-0.56581, -2.56345, -2.01181)  0.122
C (-2.03335, -3.09195, -1.10760)  -0.821
H (-2.11308, -1.09043, -3.06917)  0.057
H (-1.80828, -2.55298, -4.06994)  0.452
H (-0.59484, -1.24643, -3.98735)  0.248
H (-2.57540, -3.82136, -1.71094)  0.455
H (-2.65676, -2.22952, -0.88682)  0.097
H (-1.68755, -3.54518, -0.18337)  0.339
C (-1.94058, 2.61375, -3.56392)  -1.250
C (-1.80070, 3.00695, -2.11078)  1.114
C (-2.96594, 3.70175, -1.45227)  -1.298
O (-0.79705, 2.72865, -1.49068)  -0.430
H (-2.52274, 3.34477, -4.12523)  0.475
H (-2.47030, 1.65556, -3.59939)  0.171
H (-0.95558, 2.47668, -4.00647)  0.218
H (-3.46183, 4.39147, -2.13752)  0.493
H (-2.63892, 4.22003, -0.55174)  0.281
H (-3.69515, 2.93914, -1.15454)  0.199
C (7.12810, -0.69441, -4.35274)  -1.521
C (5.80284, -0.29320, -3.75292)  0.713
C (4.85094, -1.23795, -3.39787)  -1.054
C (3.60222, -0.87603, -2.89852)  1.003
C (2.63694, -1.95641, -2.52525)  -0.947
C (3.27930, 0.48221, -2.75823)  0.250
Se (1.51806, 1.17005, -2.31488)  -0.045
C (4.25315, 1.45096, -3.04994)  0.896
C (4.03449, 2.93738, -2.86913)  -2.049
C (5.49019, 1.04112, -3.54633)  -0.858
H (7.23015, -1.77896, -4.39371)  0.341
H (7.96376, -0.29483, -3.77274)  0.330
H (7.22393, -0.30831, -5.36981)  0.329
H (5.08116, -2.29392, -3.51646)  0.254
H (3.08707, -2.94409, -2.63233)  0.312
H (1.75372, -1.91350, -3.16142)  0.062
H (2.30475, -1.84557, -1.49202)  0.050
H (3.17414, 3.15555, -2.24330)  0.286
H (3.86547, 3.42172, -3.83502)  0.423
H (4.92155, 3.39101, -2.42286)  0.406
H (6.23363, 1.80171, -3.78018)  0.411

Atoms 1-2, force components in eV/Å:
0.0 -0.1 0.2
0.2 0.1 0.2